Molecular formula: CH2Br3NO2S
Method: DFT, ωB97M-V/def2-TZVPD

Computed properties:
E in eV: -227613.027
E_LUMO (alpha / beta) in hartree: -0.086 / -0.053
Energy relative to the best compared isomer or geometry (same formula, charge and spin) in kcal per mole: 64.12

```
10
CH2Br3NO2S ωB97M-V/def2-TZVPD
O -1.561 -2.292 -0.818
Br -4.490 -0.318 -1.787
S -1.306 -1.249 0.133
O -1.244 -1.628 1.542
N 0.288 -0.485 0.198
Br -3.867 2.115 0.191
Br -4.677 -0.876 1.304
H 0.443 -0.563 1.202
H 0.697 0.386 -0.218
C -3.989 0.261 -0.023
```

From a Mulliken analysis of the wavefunction, the atomic charges in e read: atom 1 (O): -0.4340, atom 2 (Br): 0.0387, atom 3 (S): 0.8865, atom 4 (O): -0.5334, atom 5 (N): -0.4759, atom 6 (Br): 0.0275, atom 7 (Br): 0.0783, atom 8 (H): 0.2981, atom 9 (H): 0.2599, atom 10 (C): -0.1455